a | Molecular formula: C9H21AgClN3O3
Method: DFT, ωB97M-V with the def2-TZVPD basis set

```
38
Properties=species:S:1:pos:R:3:lowdin_charge:R:1
C 1.054 -0.472 4.347 -0.063
H 3.744 0.573 -3.533 0.085
C -0.483 0.582 -2.959 0.004
H 2.965 1.738 1.505 0.077
H -1.250 -0.183 -2.852 0.085
H -2.725 2.134 2.047 0.084
H -4.260 0.400 1.081 0.135
Cl -1.236 -4.065 -0.155 -0.556
H 1.249 0.446 -4.668 0.130
H -0.632 1.332 -2.185 0.082
H -4.690 -0.445 -1.155 0.081
C 1.840 -0.065 2.036 -0.531
N 1.574 0.362 3.288 0.006
O 1.231 -0.548 -1.738 -0.038
O 1.590 -1.223 1.688 -0.043
Ag 0.158 -1.839 -0.071 0.539
N -3.523 0.069 0.479 0.015
C -2.259 0.386 0.829 -0.521
H -4.316 -1.769 -0.046 0.088
H -0.622 1.127 -3.896 0.076
H 0.279 -1.151 4.004 0.089
N 1.713 0.079 -3.856 0.012
H 3.381 -1.177 -3.347 0.092
C 0.876 -0.054 -2.806 -0.515
C 2.401 0.918 1.053 -0.004
H -2.298 0.607 2.899 0.093
O -1.304 0.062 0.108 -0.063
H -1.076 1.625 2.159 0.072
H 0.615 0.198 5.086 0.083
H 1.860 -1.043 4.812 0.089
H 3.434 -0.502 -4.864 0.086
C 3.106 -0.250 -3.848 -0.076
H -3.065 -1.233 -1.142 0.064
H 1.919 1.282 3.506 0.131
H 3.083 0.434 0.351 0.087
C -2.089 1.249 2.035 0.001
H 1.658 1.307 0.354 0.080
C -3.902 -0.890 -0.547 -0.054
```

## Properties
LUMO level	0.016	Ha
HOMO-LUMO gap	7.92	eV



b | Molecular formula: C9H21AgClN3O3
Method: DFT, ωB97M-V with the def2-TZVPD basis set

```
38
Properties=species:S:1:pos:R:3:lowdin_charge:R:1
O -2.981 -3.768 -1.154 0.040
H -1.046 -2.951 -2.742 0.091
C 1.812 1.627 -2.151 -0.070
H 2.210 2.112 -3.040 0.083
O 2.663 2.364 3.859 0.031
H -3.952 -0.733 -0.419 0.047
H 2.432 0.737 -2.027 0.082
H 3.000 1.839 1.153 0.077
H -4.016 -1.963 0.830 0.072
Cl -1.269 0.956 0.495 -0.145
H -2.094 0.405 -2.441 0.029
H 3.076 -0.717 3.333 0.130
H 1.273 1.496 1.637 0.021
Ag -3.307 1.472 2.426 0.676
C 2.328 1.257 1.775 -0.016
N 2.905 0.120 3.857 -0.001
H 4.054 0.317 5.675 0.085
N -1.748 -1.863 -1.085 -0.018
N 0.399 1.341 -2.222 -0.013
C -2.867 -2.593 -0.853 -0.564
O 0.165 1.346 -4.474 0.016
C 2.649 1.288 3.272 -0.565
H -0.025 -3.111 -1.325 0.085
H -2.370 1.996 -3.237 0.082
H 1.881 2.318 -1.310 0.078
C -1.836 1.051 -3.285 -0.005
H -0.105 1.239 -1.345 -0.035
H 2.248 0.535 5.803 0.086
H -4.934 -2.214 -0.677 0.082
H 2.317 0.229 1.395 0.068
H -2.119 0.421 -4.125 0.082
H -0.102 -1.606 -2.287 0.073
C -0.685 -2.424 -1.858 -0.082
H -1.712 -0.953 -0.641 -0.033
C -0.320 1.240 -3.351 -0.561
C 3.071 0.034 5.301 -0.070
C -4.019 -1.808 -0.252 -0.017
H 3.022 -1.041 5.490 0.080
```

## Properties
LUMO level	-0.115	Ha
HOMO-LUMO gap	5.83	eV



The structure with the least stability is b.



a | Molecular formula: C32H34AsN4O2Rh
Method: DFT, ωB97M-V with the def2-TZVPD basis set

```
74
Properties=species:S:1:pos:R:3:lowdin_charge:R:1
C 0.914 0.199 5.162 -0.022
C 3.872 -1.840 -2.793 -0.025
H 4.692 2.007 0.091 0.061
O 0.263 -1.542 -0.752 -0.177
C -3.764 5.199 0.998 -0.214
C 2.667 -1.318 -4.885 0.015
C 1.655 -0.762 -7.120 -0.018
H 1.445 0.455 3.124 0.050
H -1.182 -0.371 -2.037 0.064
C -4.532 6.417 0.937 -0.166
H 2.224 -1.855 -0.989 0.118
C 1.284 -1.580 -1.473 -0.150
H 4.662 1.141 1.645 0.056
C 0.182 -0.959 -3.633 -0.162
H 2.081 3.552 1.448 0.064
H 1.160 -1.591 -7.632 0.104
C -3.221 -4.738 1.203 -0.010
H 2.690 -0.729 -7.454 0.087
H -1.259 -2.171 6.169 0.131
H 3.618 -1.456 -5.385 0.130
H -1.594 3.379 -0.852 0.109
H -2.025 -3.218 4.454 0.152
C -0.979 0.546 1.167 -0.151
N -5.143 7.388 0.883 0.185
C 1.867 2.574 1.877 -0.180
H -0.531 -0.462 -5.573 0.134
H 1.551 0.995 5.520 0.123
C -0.678 -1.781 4.137 -0.246
C -2.305 2.840 1.100 -0.252
H -4.473 4.676 2.952 0.129
H 4.604 -2.226 -3.499 0.092
C 0.332 -0.762 -4.989 0.013
H 0.608 1.801 -0.935 0.035
C -2.811 -4.253 2.413 0.019
N 0.074 -1.066 3.291 0.004
C -2.224 3.666 -0.020 -0.025
H 0.161 -0.386 7.103 0.133
C -2.704 -4.166 0.040 -0.024
C 1.329 -1.341 -2.875 -0.122
Rh -0.004 -1.066 1.271 1.170
H 2.425 2.460 2.806 0.051
H 4.302 -0.937 -2.351 0.087
H 2.123 2.650 -1.348 0.065
H -3.000 -4.513 -0.939 0.124
C -3.112 3.211 2.175 -0.017
C 4.303 1.136 0.618 -0.169
H 0.797 2.478 2.063 0.030
C -1.877 -3.210 2.461 -0.258
O 1.857 -0.332 1.166 -0.588
H 1.910 0.940 -1.794 0.030
C 2.589 -1.512 -3.522 -0.180
C -1.194 -0.761 -3.050 -0.015
H 3.762 -2.583 -2.007 0.081
H -1.731 -1.714 -3.030 0.099
C -3.841 4.385 2.125 -0.006
H -2.894 5.486 -0.940 0.128
H -1.764 -0.085 -3.683 0.091
H -3.943 -5.543 1.155 0.132
C -0.643 -1.558 5.523 0.021
C 0.144 -0.570 6.037 -0.011
C -1.807 -3.146 0.156 -0.081
N -1.361 -2.664 1.357 0.022
C -2.950 4.842 -0.073 -0.009
As 2.402 1.211 0.649 1.079
C 1.688 1.698 -1.047 -0.160
C 0.853 -0.081 3.832 -0.101
N -1.531 -2.757 3.707 0.150
H -3.205 -4.655 3.338 0.131
H 1.152 0.153 -7.431 0.096
H -1.399 -2.673 -0.717 0.086
H -3.168 2.572 3.046 0.119
C -1.571 1.597 1.143 -0.098
H 4.627 0.223 0.125 0.044
C 1.554 -0.949 -5.639 -0.209
```

## Properties
LUMO level	-0.232	Ha
net charge	+2
HOMO-LUMO gap	6.82	eV



b | Molecular formula: C32H34AsN4O2Rh
Method: DFT, ωB97M-V with the def2-TZVPD basis set

```
74
Properties=species:S:1:pos:R:3:lowdin_charge:R:1
H -2.363 -3.093 -2.599 0.083
H -1.194 -1.611 -1.409 0.113
C -3.413 0.711 1.151 -0.019
H -2.497 1.239 0.887 0.079
C -0.145 -0.481 3.035 -0.069
N 0.101 9.559 -0.571 0.184
H 4.347 -3.085 -0.697 0.035
H 1.060 -4.156 -3.211 0.047
C 3.312 0.085 -1.084 -0.112
C 3.783 0.024 1.178 -0.262
C 2.133 -0.221 4.490 0.022
C 1.450 4.951 -0.900 -0.018
H -3.514 -2.605 -3.832 0.088
H 6.627 0.347 -0.618 0.131
H 1.959 -2.622 -3.155 0.039
H 1.337 -6.132 -0.792 0.056
C 2.164 -0.213 3.091 -0.244
Rh 0.884 -0.283 0.367 1.147
C -3.705 -1.488 -2.018 -0.179
C -5.068 -1.410 -2.209 0.017
H 4.151 0.034 3.147 0.154
H -1.367 6.822 0.963 0.128
H 4.916 0.294 -2.465 0.123
H 1.046 -5.306 0.759 0.051
H 3.719 -3.799 0.813 0.048
C 1.952 -3.661 -2.831 -0.178
H 2.240 4.420 -1.415 0.117
C 0.198 8.420 -0.471 -0.168
As 1.933 -3.702 -0.915 1.007
C -0.585 6.287 0.442 -0.008
C 0.540 4.234 -0.122 -0.251
H 0.907 -0.357 6.223 0.132
C -3.956 -0.079 -0.006 -0.159
C -0.237 -0.494 4.398 -0.016
C -2.876 -2.233 -3.035 -0.035
H -1.200 -0.605 4.873 0.125
C 3.729 -3.875 -0.273 -0.187
H -3.183 0.055 1.993 0.086
H -7.738 0.344 -1.551 0.099
N 2.895 -0.015 0.198 -0.021
O -1.123 -0.719 0.383 -0.183
C -1.755 -1.063 -0.645 -0.122
H 3.057 -0.108 5.041 0.131
C -5.892 -0.715 -1.325 -0.208
H -1.014 -0.580 2.407 0.089
H -5.944 0.548 0.405 0.133
H 2.837 -4.173 -3.208 0.053
C -7.375 -0.684 -1.519 -0.019
H -2.127 -1.581 -3.487 0.094
C 1.338 6.323 -1.020 -0.008
H 5.861 0.178 1.722 0.130
H 4.123 -4.847 -0.567 0.055
C 0.936 -0.360 5.142 -0.008
C 0.668 1.605 0.063 -0.126
H -7.869 -1.171 -0.676 0.101
H -5.511 -1.897 -3.069 0.127
H -4.154 1.434 1.483 0.091
C 5.153 0.149 0.904 0.024
H 2.034 6.884 -1.628 0.128
C -3.135 -0.847 -0.882 -0.099
N 3.391 -0.053 2.491 0.159
C -0.479 4.913 0.546 -0.016
C 0.948 -5.229 -0.322 -0.186
H -7.674 -1.191 -2.433 0.086
H 2.531 0.071 -1.834 0.118
O 1.214 -2.312 -0.329 -0.592
N 1.039 -0.352 2.387 0.029
C 4.628 0.209 -1.428 -0.030
H -1.181 4.355 1.151 0.117
C 0.652 2.808 -0.004 -0.085
H -0.099 -5.095 -0.584 0.046
C -5.311 -0.037 -0.252 0.014
C 0.319 6.991 -0.347 -0.214
C 5.573 0.243 -0.397 -0.015
```

## Properties
LUMO level (spin up / spin down)	-0.252 / -0.252	Ha
net charge	+2
HOMO-LUMO gap (spin up / spin down)	6.04 / 6.04	eV



The structure with the least stability is b.



a | Molecular formula: C4H15N2O2
Method: DFT, ωB97M-V with the def2-TZVPD basis set

```
23
Properties=species:S:1:pos:R:3:lowdin_charge:R:1
H 0.629 -1.476 1.477 0.162
N 1.104 -0.586 1.392 0.300
H -3.416 -2.977 0.445 0.063
H -1.406 -0.416 0.249 0.171
H 3.633 0.328 -0.048 0.091
C 1.950 1.487 0.657 -0.147
H 1.854 2.380 0.042 0.138
C 1.067 0.331 0.419 -0.237
H 0.301 0.794 -1.583 0.171
C 0.246 0.213 -0.671 0.138
O -3.209 -2.575 -0.409 -0.042
H -3.982 -2.134 -0.748 0.036
H -3.496 0.711 -2.471 0.112
H 3.822 0.862 1.679 0.089
N -0.939 -0.669 -0.628 0.215
H -1.739 -0.426 -1.277 0.125
H 4.079 1.887 0.175 0.098
H -0.647 -1.649 -0.576 0.179
H -3.421 1.041 -1.016 0.080
H 1.743 -0.403 2.160 0.166
H 1.678 1.861 1.651 0.146
O -3.332 0.282 -1.603 -0.027
C 3.482 1.131 0.685 -0.027
```

## Properties
spin multiplicity	2
LUMO level (spin up / spin down)	-0.293 / -0.435	Ha
net charge	+2
HOMO-LUMO gap (spin up / spin down)	10.30 / 6.42	eV



b | Molecular formula: C4H15N2O2
Method: DFT, ωB97M-V with the def2-TZVPD basis set

```
23
Properties=species:S:1:pos:R:3:lowdin_charge:R:1
H 0.443 -2.306 -1.762 0.122
H 1.597 2.453 -1.284 0.120
C -1.634 -0.094 0.403 -0.239
H 1.296 -1.247 0.855 0.184
H -1.767 1.813 -0.616 0.156
C 0.088 -1.822 -0.903 -0.044
N -1.794 1.301 0.267 0.273
C -1.099 -0.651 -0.891 -0.079
C -1.918 -0.855 1.523 0.253
H -2.449 -0.365 2.370 0.129
H -2.402 1.757 0.932 0.144
O 1.476 1.470 -1.545 -0.066
H -0.217 -2.569 -0.158 0.123
H 2.142 -1.667 -0.394 0.172
H -1.715 -1.894 1.684 0.105
H -0.798 0.075 -1.720 0.139
H 2.178 1.385 -2.161 0.044
H 2.063 2.463 1.183 0.042
H 1.731 1.644 2.471 0.073
O 2.062 1.571 1.547 -0.066
H -1.909 -1.176 -1.379 0.133
N 1.261 -1.191 -0.204 0.139
H 1.368 -0.096 -0.215 0.143
```

## Properties
spin multiplicity	2
LUMO level (spin up / spin down)	-0.277 / -0.413	Ha
net charge	+2
HOMO-LUMO gap (spin up / spin down)	10.94 / 7.25	eV



The structure with the least stability is b.



a | Molecular formula: C3H7N3
Method: DFT, ωB97M-V with the def2-TZVPD basis set

```
13
Properties=species:S:1:pos:R:3:lowdin_charge:R:1
H 2.236 -0.968 2.000 0.166
H 2.230 1.806 -1.217 0.193
C 1.481 1.084 -0.755 -0.181
H -1.518 -0.943 1.732 0.138
C -1.705 -1.080 0.657 0.176
C 1.991 -0.282 1.206 0.401
H -1.585 0.757 0.217 0.127
H -0.021 0.919 -2.109 0.154
H -1.855 -2.087 0.392 0.114
H -1.811 -0.333 -1.195 0.165
N 0.385 0.676 -1.168 0.169
N -1.682 -0.123 -0.205 0.170
N 1.854 0.574 0.445 0.207
```

## Properties
LUMO level	-0.371	Ha
net charge	+2
HOMO-LUMO gap	10.00	eV



b | Molecular formula: C3H7N3
Method: DFT, ωB97M-V with the def2-TZVPD basis set

```
13
Properties=species:S:1:pos:R:3:lowdin_charge:R:1
H -2.742 0.949 1.247 0.202
C 0.961 -0.408 -0.020 -0.314
H -0.436 -0.746 -1.729 0.139
N 2.210 -0.530 0.123 0.335
N -2.193 0.765 0.379 0.298
H -2.783 0.924 -0.413 0.167
H 0.492 0.980 -1.681 0.150
H 2.687 -0.456 -0.795 0.200
H -0.173 -0.749 1.921 0.239
C -1.007 0.307 0.293 -0.022
N 0.020 -0.369 0.948 0.193
C 0.206 -0.004 -1.239 0.222
H 2.757 -0.664 0.967 0.191
```

## Properties
LUMO level	-0.352	Ha
net charge	+2
HOMO-LUMO gap	11.33	eV



c | Molecular formula: C3H7N3
Method: DFT, ωB97M-V with the def2-TZVPD basis set

```
13
Properties=species:S:1:pos:R:3:lowdin_charge:R:1
H 0.491 -0.522 -2.114 0.174
H 2.392 -2.428 0.028 0.134
H -3.108 2.424 1.048 0.245
H 3.720 -1.463 -0.620 0.211
N -3.024 1.340 1.004 0.280
H -0.175 -0.022 1.146 0.110
H 0.793 0.959 -1.226 0.104
C 1.908 -0.716 -0.636 -0.023
C 0.915 -0.094 -1.143 0.091
C -1.920 0.890 0.853 -0.157
H -3.864 0.799 1.333 0.221
N 2.733 -1.607 -0.318 0.292
N -0.861 0.440 0.644 0.319
```

## Properties
LUMO level	-0.326	Ha
net charge	+2
HOMO-LUMO gap	10.83	eV



The structure with the least stability is a.